(1)
C43H47BN20OPRb | ωB97M-V with the def2-TZVPD basis set

```
114
Properties=species:S:1:pos:R:3:forces:R:3
Rb -0.136 -1.272 -0.767 0.30 0.25 0.21
C -0.001 -0.205 5.470 -0.08 -0.16 -0.09
N 0.295 -0.978 4.282 0.16 -0.04 0.12
C -0.296 -0.918 3.089 -0.09 0.13 -0.29
N 0.308 -1.715 2.231 0.02 -0.23 0.14
C 1.295 -2.262 2.990 0.07 0.06 0.04
N 1.337 -1.841 4.234 -0.11 0.09 -0.02
C 0.322 1.264 5.333 -0.05 0.05 0.08
C -0.290 2.140 6.223 -0.02 0.05 -0.01
C -0.060 3.504 6.142 0.04 0.00 -0.05
C 0.785 4.003 5.167 -0.06 -0.05 0.09
C 1.407 3.127 4.280 0.13 0.32 -0.08
C 1.179 1.759 4.359 -0.01 -0.10 -0.02
C 2.313 3.723 3.290 -0.16 -0.57 0.13
N 2.594 4.966 3.161 0.32 0.23 -0.43
N 3.517 5.051 2.111 -0.39 0.17 0.41
C 3.707 3.850 1.707 0.17 -0.55 -0.23
O 2.982 2.933 2.405 0.11 0.36 0.15
C 4.606 3.419 0.628 -0.08 0.27 0.19
C 5.290 4.421 -0.055 0.09 -0.04 -0.09
C 6.168 4.082 -1.068 -0.04 0.01 0.05
C 6.347 2.751 -1.410 -0.03 0.05 -0.01
C 5.656 1.748 -0.741 0.05 0.06 -0.05
C 5.876 0.327 -1.202 -0.07 -0.15 -0.07
N 4.832 -0.588 -0.788 0.17 -0.08 0.14
C 3.561 -0.628 -1.187 -0.27 0.07 -0.03
N 2.899 -1.565 -0.536 0.14 -0.08 -0.05
C 3.860 -2.091 0.268 -0.03 0.01 0.11
N 5.043 -1.529 0.161 -0.02 0.12 -0.11
C 4.788 2.082 0.291 0.04 -0.07 -0.01
H 0.552 -0.677 6.282 0.06 0.07 -0.01
H -1.065 -0.315 5.689 0.02 -0.02 0.04
H -1.129 -0.266 2.880 -0.01 -0.02 -0.03
H 2.006 -2.985 2.624 -0.04 -0.03 -0.02
H -0.964 1.752 6.978 0.00 -0.01 0.00
H -0.545 4.180 6.834 0.00 -0.01 0.01
H 0.973 5.063 5.080 0.02 0.01 -0.01
H 1.659 1.086 3.659 0.02 0.02 -0.02
H 5.125 5.454 0.218 0.00 0.00 0.02
H 6.702 4.857 -1.601 0.01 -0.01 -0.01
H 7.020 2.491 -2.219 0.00 -0.02 -0.01
H 6.809 -0.092 -0.827 -0.01 0.07 0.07
H 5.923 0.312 -2.292 0.05 -0.01 0.01
H 3.162 0.045 -1.932 -0.04 -0.03 -0.01
H 3.688 -2.907 0.952 -0.01 -0.02 -0.03
H 4.255 1.308 0.830 0.00 0.01 0.02
B -2.655 0.253 -2.864 -0.13 -0.05 -0.07
N -1.799 -0.577 -3.861 0.20 0.06 0.14
C -2.038 -0.774 -5.168 -0.17 0.00 0.06
C -0.993 -1.496 -5.708 0.01 0.01 0.02
C -0.135 -1.689 -4.618 0.08 -0.08 0.02
N -0.614 -1.131 -3.514 -0.23 0.07 -0.34
N -3.485 -0.654 -1.886 0.25 0.03 0.20
C -4.807 -0.884 -1.927 0.03 0.07 -0.19
C -5.161 -1.671 -0.849 -0.01 -0.01 0.01
C -3.947 -1.873 -0.183 0.02 -0.02 0.06
N -2.942 -1.259 -0.802 -0.38 0.02 -0.17
H -3.464 0.876 -3.515 0.05 0.02 0.03
H -1.916 0.967 -2.218 0.02 -0.02 0.07
H -2.940 -0.382 -5.607 0.02 -0.01 -0.07
H -0.871 -1.821 -6.726 0.01 -0.01 -0.01
H 0.809 -2.214 -4.581 0.01 0.01 -0.05
H -5.391 -0.469 -2.732 -0.05 -0.01 0.03
H -6.139 -2.036 -0.590 0.00 -0.01 0.01
H -3.757 -2.434 0.721 -0.03 0.00 0.01
C -2.501 1.785 0.560 -0.03 -0.06 0.01
C -1.117 2.250 0.276 0.10 -0.08 0.17
N -0.028 1.526 0.400 -0.02 0.25 0.19
C 1.022 2.380 0.114 -0.01 -0.21 -0.20
C 0.557 3.611 -0.208 -0.02 0.12 0.07
N -0.815 3.532 -0.078 -0.14 -0.05 -0.10
C -1.749 4.569 -0.448 -0.01 -0.01 -0.05
N -2.096 4.535 -1.848 0.09 0.09 -0.01
N -1.140 4.882 -2.739 0.01 -0.08 -0.21
N -1.574 4.702 -3.928 -0.05 0.08 0.24
C -2.869 4.230 -3.844 0.16 -0.04 -0.43
C -3.765 3.886 -4.863 0.00 0.03 0.06
C -5.009 3.454 -4.481 -0.04 -0.03 0.15
C -5.365 3.366 -3.113 -0.05 -0.05 -0.13
C -4.491 3.689 -2.106 0.17 0.08 -0.04
C -3.218 4.118 -2.508 -0.16 -0.10 0.38
H -2.476 0.727 0.806 0.02 -0.02 0.00
H -3.147 1.876 -0.311 -0.06 0.05 -0.11
H -2.943 2.334 1.397 0.01 0.02 -0.02
H 2.048 2.051 0.144 -0.10 -0.04 -0.05
H 1.043 4.518 -0.521 0.02 0.01 0.00
H -1.290 5.532 -0.237 0.01 0.00 0.02
H -2.662 4.477 0.137 0.00 -0.05 -0.01
H -3.479 3.961 -5.903 0.03 0.01 0.00
H -5.734 3.167 -5.230 -0.02 0.01 0.00
H -6.358 3.023 -2.853 -0.01 0.00 -0.02
H -4.785 3.624 -1.067 0.02 -0.04 0.04
C 0.803 -7.150 0.245 0.05 -0.06 0.04
N 0.973 -5.876 0.948 -0.08 0.00 -0.11
C -0.134 -5.729 1.894 0.03 0.00 0.10
N -1.461 -5.839 1.297 0.03 0.01 -0.12
C -1.541 -7.112 0.583 -0.04 -0.04 0.04
N -0.491 -7.310 -0.414 0.00 0.11 -0.02
C -0.639 -6.367 -1.529 -0.01 -0.18 -0.03
P -0.542 -4.585 -1.036 0.01 0.04 -0.13
C 0.997 -4.763 -0.008 0.12 0.06 0.09
C -1.719 -4.712 0.394 -0.09 0.04 0.10
H 0.906 -7.953 0.979 -0.01 0.01 0.00
H 1.598 -7.259 -0.495 -0.01 0.03 -0.01
H -0.050 -4.762 2.396 0.00 0.00 -0.02
H -0.035 -6.515 2.647 0.00 -0.01 -0.01
H -2.515 -7.189 0.097 0.00 0.02 -0.01
H -1.461 -7.915 1.320 0.01 0.00 0.00
H -1.599 -6.540 -2.024 -0.01 -0.02 0.04
H 0.133 -6.569 -2.277 0.02 -0.01 0.03
H 1.156 -3.827 0.537 -0.03 -0.01 0.03
H 1.858 -4.874 -0.673 -0.01 -0.06 0.00
H -2.737 -4.777 0.001 0.00 -0.06 0.01
H -1.673 -3.782 0.969 0.03 -0.01 0.00
```
Forces are in eV/Å.

Values from the calculation:
* strongest force on any atom: 0.62 eV/A
* electronic energy: -3227.5117 Eh

(2)
C43H47Br2N4O4Os | ωB97M-V with the def2-TZVPD basis set

```
101
Properties=species:S:1:pos:R:3:forces:R:3
Os 0.186 -0.552 -0.450 -3.43 -0.92 -0.61
C 2.352 -0.470 -3.854 -0.02 0.16 -0.18
C 2.083 1.040 -3.831 -0.14 -0.26 0.22
C 2.531 1.658 -2.507 0.07 0.08 -0.13
C 0.634 1.283 -4.228 0.06 0.22 0.06
C 0.394 1.252 -5.600 -0.10 -0.03 -0.07
C -0.861 1.469 -6.132 0.06 -0.01 -0.04
C -1.898 1.779 -5.269 0.01 0.03 -0.04
C -1.717 1.822 -3.895 0.20 -0.12 0.17
C -2.914 2.206 -3.042 -0.01 0.14 -0.09
C -4.228 1.562 -3.499 0.13 -0.04 0.09
C -3.084 3.732 -3.049 0.04 -0.08 0.13
C -0.433 1.522 -3.338 0.02 0.22 -0.62
N -0.302 1.378 -1.963 0.41 -1.12 1.49
C -0.606 2.362 -1.113 0.65 0.19 -0.58
O -0.450 3.574 -1.291 -0.37 0.07 0.07
C -1.253 1.890 0.161 -0.30 0.34 -0.15
C -1.892 2.807 0.978 -0.10 0.02 0.10
C -2.604 2.358 2.081 0.12 -0.19 -0.06
C -2.604 0.999 2.349 -0.10 0.17 -0.04
C -1.935 0.140 1.491 -0.30 -0.17 0.22
N -1.306 0.568 0.391 0.34 0.16 0.26
C -1.879 -1.323 1.817 0.16 -0.46 0.19
O -2.554 -1.747 2.768 -0.08 0.07 -0.09
N -1.063 -2.024 1.036 1.24 1.21 -0.99
C -1.061 -3.423 1.127 -0.08 -0.56 0.21
C -2.100 -4.175 0.530 0.14 0.30 0.12
C -2.086 -5.558 0.651 0.02 -0.06 -0.04
C -1.056 -6.210 1.309 0.03 -0.04 0.03
C -0.024 -5.472 1.861 -0.01 -0.06 0.00
C -0.015 -4.086 1.792 -0.15 0.31 -0.05
C 1.113 -3.298 2.425 0.15 -0.21 0.01
C 2.404 -3.511 1.628 -0.14 0.06 0.04
C 1.320 -3.678 3.893 -0.09 0.12 -0.11
C -3.222 -3.482 -0.222 -0.11 -0.19 0.06
C -4.458 -3.327 0.674 0.11 0.11 0.00
C -3.608 -4.228 -1.504 0.09 0.06 0.04
H 3.407 -0.686 -3.680 -0.05 0.00 0.05
H 2.071 -0.891 -4.822 0.02 -0.02 -0.04
H 1.768 -0.959 -3.074 0.10 -0.01 -0.09
H 2.690 1.495 -4.622 -0.06 0.03 -0.01
H 2.181 1.067 -1.664 0.03 0.08 0.03
H 2.149 2.674 -2.396 -0.01 0.00 0.05
H 3.624 1.694 -2.474 0.02 -0.04 0.01
H 1.228 1.060 -6.267 0.03 -0.02 0.03
H -1.026 1.409 -7.201 0.00 0.07 0.00
H -2.876 1.994 -5.684 -0.02 -0.01 0.04
H -2.733 1.874 -2.021 0.03 -0.04 0.02
H -4.597 2.031 -4.413 -0.04 -0.06 -0.03
H -4.988 1.698 -2.728 -0.03 0.01 -0.01
H -4.112 0.492 -3.675 -0.08 0.05 0.02
H -3.234 4.080 -4.074 -0.04 0.00 0.00
H -2.200 4.216 -2.641 0.05 0.05 -0.01
H -3.951 4.028 -2.451 -0.02 0.00 -0.01
H -1.814 3.855 0.725 0.04 -0.02 -0.08
H -3.133 3.050 2.723 0.04 0.02 0.03
H -3.083 0.564 3.214 -0.05 -0.04 -0.04
H -2.892 -6.144 0.225 0.00 0.02 -0.04
H -1.058 -7.290 1.393 -0.01 0.00 -0.02
H 0.780 -5.989 2.373 0.02 0.02 0.00
H 0.846 -2.241 2.381 0.00 -0.03 -0.01
H 2.700 -4.562 1.655 0.03 -0.02 0.02
H 3.217 -2.910 2.045 0.04 -0.05 -0.02
H 2.255 -3.225 0.586 0.03 -0.13 0.05
H 1.649 -4.716 3.981 0.01 -0.01 0.07
H 0.393 -3.558 4.456 0.01 -0.02 0.04
H 2.084 -3.040 4.341 0.03 -0.02 0.02
H -2.862 -2.487 -0.493 -0.03 0.02 0.01
H -4.899 -4.308 0.870 -0.02 0.00 -0.01
H -5.210 -2.694 0.196 -0.03 -0.05 -0.04
H -4.182 -2.878 1.626 -0.03 0.02 0.04
H -4.153 -5.145 -1.272 0.00 -0.02 -0.03
H -2.725 -4.501 -2.085 -0.06 -0.01 -0.05
H -4.257 -3.608 -2.125 -0.03 0.00 0.01
Br 4.625 -2.566 -1.930 0.12 -0.03 0.16
C 4.297 -1.460 -0.430 -0.17 0.02 -0.14
C 5.336 -1.120 0.426 -0.17 0.13 0.24
C 5.065 -0.414 1.574 0.34 -0.12 0.06
Br 6.519 -0.053 2.755 -0.05 0.04 -0.01
C 3.763 0.006 1.907 -0.04 -0.20 -0.35
C 3.397 0.648 3.104 -0.55 0.20 0.17
C 2.081 0.996 3.290 0.78 -0.02 0.32
C 1.143 0.749 2.294 -0.44 -0.16 -0.67
N 1.439 0.136 1.154 0.48 0.25 0.30
C 2.732 -0.277 0.973 0.21 0.19 0.21
C 2.977 -1.060 -0.196 0.01 -0.23 -0.70
O 2.001 -1.402 -0.974 0.60 -0.06 0.51
H 6.349 -1.425 0.205 -0.01 -0.06 -0.02
H 4.137 0.841 3.867 0.04 0.02 -0.02
H 1.763 1.470 4.208 -0.03 0.03 -0.01
H 0.116 1.057 2.433 -0.01 0.03 -0.04
C -2.130 -1.650 -3.842 -0.03 -0.10 -0.08
O -1.621 -1.027 -2.658 -0.23 -0.21 -0.10
C -0.699 -1.582 -1.899 0.58 1.02 0.65
C -0.264 -2.979 -2.210 0.02 -0.01 -0.21
H -1.343 -1.752 -4.591 0.01 0.02 0.02
H -2.889 -0.973 -4.222 0.07 -0.04 -0.01
H -2.574 -2.621 -3.620 0.01 0.03 -0.01
H -0.517 -3.314 -3.216 0.00 -0.07 0.05
H -0.712 -3.660 -1.479 0.02 0.05 -0.01
H 0.817 -3.043 -2.073 -0.01 0.04 0.07
```
Forces are in eV/Å.

Values from the calculation:
* net charge: -1
* strongest force on any atom: 3.61 eV/A
* electronic energy: -7425.5857 Eh
* energy above the lowest of the compared OMol25 structures with the same formula, charge and spin: 52.6 kcal/mol

(3)
C43H47BrN6O3SeSiY | ωB97M-V with the def2-TZVPD basis set

```
103
Properties=species:S:1:pos:R:3:forces:R:3
Y -0.716 0.205 0.383 -0.39 -1.05 1.28
C -0.336 1.785 -6.659 -0.02 0.02 0.02
C -0.194 1.157 -5.307 0.05 -0.28 -0.16
C 0.074 -0.177 -5.148 0.02 0.24 0.18
C 0.135 -0.771 -3.865 -0.45 0.76 0.54
C 0.560 -2.103 -3.725 0.01 -0.35 0.46
N 0.565 -2.723 -2.575 -0.17 0.74 -0.18
C 1.165 -3.986 -2.244 0.15 -0.83 0.17
C 1.744 -3.883 -0.833 0.02 0.10 -0.24
C 2.948 -2.916 -0.723 -0.03 -0.48 -0.32
N 2.747 -2.003 0.370 0.02 0.23 0.59
C 2.985 -2.307 1.617 0.00 0.15 -0.33
C 2.467 -1.621 2.730 -0.36 0.83 0.18
C 2.765 -2.064 4.035 -0.15 0.32 -0.10
C 2.136 -1.556 5.148 0.18 -0.11 -0.12
C 2.431 -2.066 6.524 -0.05 0.01 0.06
C 1.197 -0.529 4.967 0.09 0.00 -0.60
C 0.861 -0.036 3.715 0.37 -0.51 -0.17
C -0.041 1.085 3.605 -0.21 0.43 -0.13
N -0.583 1.533 2.533 0.14 -0.26 0.27
C -1.301 2.793 2.685 -0.38 0.48 0.15
C -1.974 3.268 1.399 0.25 -0.05 0.15
C -1.017 3.381 0.213 -0.03 0.39 0.13
N -1.030 2.190 -0.628 -0.29 1.18 -1.16
C -0.414 2.356 -1.761 -0.09 0.45 0.62
C -0.321 1.426 -2.875 0.10 -0.54 -0.58
C -0.322 1.952 -4.155 -0.15 -0.49 0.54
C -0.179 0.011 -2.693 0.30 -0.06 -1.14
O -0.281 -0.550 -1.544 0.14 -0.33 -1.24
C 1.478 -0.585 2.537 0.41 -0.37 0.65
O 1.159 -0.190 1.378 0.68 -0.12 0.61
H -0.085 1.073 -7.441 0.02 0.05 -0.10
H 0.310 2.657 -6.745 0.05 0.04 -0.11
H -1.363 2.118 -6.810 -0.01 0.02 -0.09
H 0.239 -0.805 -6.012 0.06 -0.05 -0.14
H 0.934 -2.637 -4.593 0.06 -0.05 -0.01
H 0.183 -2.152 -1.800 0.04 -0.15 -0.17
H 1.927 -4.251 -2.983 -0.09 0.06 0.01
H 0.396 -4.770 -2.251 0.14 0.11 -0.05
H 2.015 -4.878 -0.479 0.00 -0.01 -0.01
H 0.944 -3.504 -0.188 0.05 -0.09 -0.04
H 3.053 -2.323 -1.634 0.07 0.02 0.07
H 3.873 -3.475 -0.562 -0.03 0.11 -0.07
H 2.196 -1.149 0.202 0.13 0.00 0.03
H 3.582 -3.196 1.795 0.05 -0.06 -0.04
H 3.522 -2.824 4.145 0.09 -0.24 0.10
H 3.257 -2.770 6.515 0.07 -0.04 0.03
H 1.559 -2.570 6.936 -0.08 -0.09 0.07
H 2.679 -1.245 7.192 0.08 0.03 0.11
H 0.720 -0.101 5.839 -0.05 0.06 0.10
H -0.206 1.617 4.552 -0.06 0.00 -0.10
H -0.583 3.558 3.012 -0.10 -0.07 -0.07
H -2.060 2.707 3.475 0.12 -0.02 -0.06
H -2.404 4.249 1.607 -0.07 -0.07 0.00
H -2.796 2.598 1.138 -0.05 0.14 -0.01
H 0.012 3.548 0.567 -0.04 0.03 -0.05
H -1.301 4.248 -0.399 0.09 -0.08 0.09
H -0.083 3.367 -2.027 -0.06 -0.12 0.04
H -0.453 3.019 -4.276 0.04 0.14 0.02
Br -1.229 -4.299 6.431 0.02 0.10 -0.23
C -1.059 -3.599 4.665 -0.29 0.08 0.40
C -0.029 -4.064 3.841 -0.17 0.06 -0.01
C 0.107 -3.556 2.582 -0.16 0.00 -0.16
C -0.735 -2.527 2.061 -0.39 -0.36 0.29
O -0.564 -2.075 0.873 -0.16 0.06 -0.21
C -1.798 -2.092 2.926 0.57 -0.21 -0.20
C -2.803 -1.181 2.499 -0.25 0.24 -0.34
N -2.727 -0.387 1.476 -0.13 -0.55 0.73
C -3.854 0.353 1.104 -0.92 0.35 0.02
C -4.812 0.826 1.981 0.57 -0.18 -0.25
C -5.901 1.578 1.526 -0.22 0.12 -0.23
C -6.063 1.850 0.195 0.01 -0.01 0.17
C -5.124 1.374 -0.743 0.32 -0.16 0.22
C -5.235 1.607 -2.130 0.25 -0.16 -0.12
C -4.299 1.073 -2.971 -0.35 0.20 0.12
C -3.244 0.327 -2.424 0.11 -0.18 0.11
N -3.066 0.138 -1.139 0.04 -0.14 -0.05
C -4.000 0.629 -0.291 -0.46 0.21 0.16
C -1.941 -2.660 4.205 0.19 -0.13 0.20
H 0.639 -4.833 4.203 0.06 -0.03 0.01
H 0.896 -3.934 1.951 0.02 -0.02 -0.13
H -3.727 -1.220 3.085 0.00 0.05 -0.12
H -4.716 0.641 3.041 0.05 0.00 0.08
H -6.619 1.939 2.245 -0.09 0.06 0.04
H -6.907 2.427 -0.153 -0.08 0.05 -0.03
H -6.066 2.187 -2.506 -0.05 0.05 -0.03
H -4.354 1.226 -4.038 -0.01 -0.06 -0.07
H -2.523 -0.134 -3.087 0.00 0.04 -0.02
H -2.748 -2.322 4.840 -0.10 -0.01 0.06
C 3.468 4.272 -2.274 0.11 -0.77 0.05
Si 3.649 2.371 -2.174 -0.46 -0.33 0.33
C 5.338 1.921 -1.403 -0.68 0.22 -0.35
C 3.501 1.625 -3.931 0.15 0.35 0.66
Se 1.988 1.434 -0.851 1.63 0.82 -0.61
H 4.303 4.696 -2.822 0.21 0.10 -0.16
H 3.459 4.721 -1.286 0.00 -0.02 0.20
H 2.556 4.568 -2.783 -0.20 -0.03 -0.10
H 6.147 2.360 -1.976 0.24 0.12 -0.17
H 5.490 0.846 -1.373 -0.06 -0.21 -0.05
H 5.407 2.289 -0.385 -0.07 0.11 0.17
H 4.285 2.008 -4.576 0.22 0.12 -0.20
H 2.545 1.868 -4.385 -0.21 0.09 -0.02
H 3.587 0.543 -3.909 0.03 -0.21 0.11
```
Forces are in eV/Å.

Values from the calculation:
* net charge: +1
* strongest force on any atom: 1.92 eV/A
* electronic energy: -7524.3661 Eh
* energy above the lowest of the compared OMol25 structures with the same formula, charge and spin: 6.2 kcal/mol

Which value of electronic energy does entry 2 give?
-7425.5857 Eh